C18H56O10 | ωB97M-V/def2-TZVPD

HOMO energy in Eh: -0.35818
SMILES: CCO.CCO.CCO.CCO.CCO.CCO.CCO.CCO.CO.CO
ΔE to the lowest compared entry with this formula, charge and spin in kJ/mol: 662.08
Gap between HOMO and LUMO in eV: 10.1

```
! RIJCOSX wB97M-V def2-TZVPD def2/J DEFGRID3
* xyz 0 1
C 3.62310 -2.49890 0.63640
C 3.67610 -3.41390 1.77340
O 4.91710 -3.90390 2.14740
H 3.81010 -2.97990 -0.30060
H 4.33410 -1.71290 0.72540
H 2.67110 -2.00290 0.50840
H 3.17410 -4.33990 1.54640
H 3.18410 -2.97290 2.68140
H 4.90710 -4.74190 2.60940
C 0.26410 -3.20690 0.14540
C -1.24490 -3.35990 0.38840
O -1.85390 -2.12690 -0.11560
H 0.53010 -2.36990 0.86540
H 0.53210 -2.85390 -0.78260
H 0.87510 -4.13190 0.27340
H -1.47590 -3.60990 1.45140
H -1.58390 -4.27290 -0.11460
H -2.75090 -2.12190 0.25140
C -3.79490 0.79010 -1.65060
C -4.00090 1.58110 -0.26260
O -5.07990 0.93010 0.31340
H -2.78590 0.70610 -2.04260
H -4.53390 1.25110 -2.32160
H -4.06490 -0.21590 -1.49460
H -4.17790 2.66010 -0.41760
H -3.22090 1.50910 0.42940
H -5.34190 1.41810 1.10740
C -1.49390 4.00810 1.74440
C -2.74890 4.06210 2.40540
O -2.98990 3.12010 3.47340
H -1.56690 4.82910 1.03540
H -1.45390 3.10810 1.14940
H -0.69490 4.17110 2.34940
H -3.50490 3.79610 1.67740
H -2.94990 5.05110 2.84040
H -3.84690 2.67810 3.30540
C -1.76290 0.08610 2.50140
C -1.67290 -1.10790 3.46240
O -2.72490 -2.05890 3.33340
H -2.62890 0.74410 2.51840
H -1.72090 -0.36190 1.51340
H -0.81290 0.64310 2.70340
H -1.56190 -0.78590 4.51040
H -0.83890 -1.75890 3.04240
H -2.36290 -2.84890 3.69240
C -0.31890 2.06310 -1.24860
C -0.10690 0.76910 -0.54860
O 1.33710 0.64810 -0.46660
H 0.00010 1.98010 -2.23060
H 0.32310 2.80410 -0.76860
H -1.31590 2.46610 -1.24060
H -0.73790 -0.08890 -0.96060
H -0.45390 0.84610 0.50840
H 1.67910 0.17310 -1.18060
C -1.67890 -2.30290 -4.90260
C -1.50390 -1.94590 -3.39560
O -2.52790 -2.59890 -2.65260
H -2.68290 -2.04790 -5.30560
H -1.44490 -3.33690 -5.18660
H -0.89690 -1.74790 -5.42460
H -1.64590 -0.89090 -3.28560
H -0.51190 -2.17790 -3.03560
H -2.32690 -2.51290 -1.70660
C 2.44410 3.46510 3.48340
C 1.74510 3.32110 2.12140
O 2.67910 2.75510 1.23540
H 1.67310 3.71110 4.27540
H 3.21610 4.31610 3.51440
H 2.86210 2.61210 3.89740
H 1.21210 4.30110 1.81940
H 0.87210 2.71610 2.28740
H 2.18510 2.37910 0.48840
C 5.75710 -0.27690 -2.55460
O 4.76510 -0.84690 -1.74660
H 6.60510 -0.80290 -2.27660
H 5.89510 0.76610 -2.41760
H 5.44810 -0.54190 -3.58860
H 4.01010 -0.28490 -1.81160
C 1.56410 0.08210 -3.75060
O 2.29310 -0.41790 -2.64660
H 2.16110 0.29910 -4.63660
H 1.01110 0.93010 -3.41660
H 0.78210 -0.56590 -4.08660
H 2.38310 -1.39890 -2.76760
*
```

C18H57AgF3O14 | ωB97M-V/def2-TZVPD

⟨S²⟩: 0.759
HOMO energy (alpha / beta) in Eh: -0.33866 / -0.33058
ΔE to the lowest compared entry with this formula, charge and spin in kJ/mol: 0.00
Gap between HOMO and LUMO (alpha / beta) in eV: 9.3 / 6.1

```
! RIJCOSX wB97M-V def2-TZVPD def2/J DEFGRID3
* xyz 0 2
Ag -18.19388 -44.00545 19.92455
C -17.63636 -40.72297 19.82271
O -18.23234 -40.03687 20.90253
O -18.53899 -41.72323 19.50066
C -17.23687 -39.63595 18.81228
F -18.15241 -38.65529 18.79952
F -16.06936 -39.06874 19.14835
F -17.14570 -40.06752 17.52824
C -18.11467 -40.56538 22.21280
C -16.82863 -40.29933 22.95525
H -16.59017 -39.24084 23.07895
H -16.96874 -40.75620 23.93566
H -15.93455 -40.64831 22.42922
H -18.45385 -41.60408 22.17624
H -18.89332 -40.13632 22.85016
H -16.67946 -41.14044 20.17702
C -15.69616 -42.90479 17.03103
C -16.33198 -44.27160 17.37951
C -15.68101 -45.39580 16.55985
O -16.33505 -44.52638 18.74981
H -14.61294 -43.01708 16.98162
H -16.03661 -42.14380 17.73012
H -16.05290 -42.59925 16.04568
H -17.35420 -44.14488 16.99820
H -16.26530 -46.29800 16.75928
H -14.65168 -45.55801 16.87282
H -15.82026 -45.21620 15.49637
C -20.97279 -43.90871 22.24181
O -20.16437 -43.55032 21.10972
H -20.35488 -43.85544 23.14081
H -21.73764 -43.13027 22.32747
H -21.54352 -44.83185 22.13027
H -20.59174 -42.70532 20.87565
C -15.60970 -36.80971 24.60706
O -16.93221 -37.12880 25.04542
H -15.66569 -36.88820 23.52203
H -15.31191 -35.81568 24.94963
H -14.96662 -37.57720 25.04968
H -16.83358 -37.23882 25.99578
C -19.77025 -41.44090 16.27706
O -20.54352 -41.24004 17.46285
H -19.71138 -40.49857 15.72381
H -18.73393 -41.60943 16.57982
H -20.23280 -42.23493 15.69848
H -19.94029 -41.07492 18.20445
C -17.12513 -36.31093 20.95162
O -15.93694 -37.09865 20.95381
H -17.02118 -35.24184 21.14063
H -17.63193 -36.43886 19.99522
H -17.73237 -36.62227 21.80956
H -16.21201 -38.01021 20.82716
C -13.21476 -42.64952 19.45982
O -13.53104 -44.02816 19.26935
H -12.73004 -42.47165 20.41806
H -12.62493 -42.22592 18.64336
H -14.14692 -42.07834 19.41908
H -14.47260 -44.05532 19.04413
C -15.96806 -42.00704 27.10166
O -15.82054 -42.91084 25.98068
H -14.98259 -41.67922 27.42930
H -16.52465 -41.13619 26.75879
H -16.46892 -42.52394 27.91708
H -14.88054 -42.96988 25.80024
C -18.54208 -44.90246 25.39499
O -18.05470 -43.77048 24.67782
H -19.56798 -45.18161 25.16972
H -17.84536 -45.72392 25.19918
H -18.47450 -44.73372 26.47392
H -17.33973 -43.42072 25.24270
C -21.75410 -39.94680 20.06368
O -21.05463 -41.09606 20.49368
H -21.77509 -39.91267 18.97448
H -22.73356 -39.95526 20.53882
H -21.28682 -39.03284 20.44580
H -20.10269 -41.11273 20.26039
C -15.78002 -44.34019 22.21110
O -17.12354 -43.90582 22.04487
H -15.69383 -45.11346 22.97529
H -15.41565 -44.72441 21.25878
H -15.12223 -43.49322 22.42741
H -17.51490 -43.72216 22.91762
C -18.96253 -36.03776 16.78654
O -19.66412 -35.78137 17.98798
H -19.65369 -35.95010 15.94365
H -18.19786 -35.27582 16.63349
H -18.43801 -36.99529 16.74680
H -20.45536 -36.32566 17.99530
C -16.13358 -38.59750 15.10019
O -15.68691 -38.57996 13.74738
H -17.19990 -38.39658 15.17088
H -15.91344 -39.59056 15.49628
H -15.64840 -37.89155 15.78238
H -14.81075 -38.97251 13.75151
*
```

C18H57N10O16 | ωB97M-V/def2-TZVPD

⟨S²⟩: 0.754
HOMO energy (alpha / beta) in Eh: -0.30719 / -0.30717
Gap between HOMO and LUMO (alpha / beta) in eV: 7.3 / 6.5

```
! RIJCOSX wB97M-V def2-TZVPD def2/J DEFGRID3
* xyz 0 2
C -0.86216 -0.14103 0.34129
C 0.46684 -0.81836 0.63281
C 1.46405 -0.23810 -0.47643
O 0.89833 -0.44831 1.92102
H -1.20840 -0.04875 -0.68813
H -0.95259 0.87936 0.71376
H -1.71081 -0.71253 0.71717
H 0.40788 -1.89963 0.50841
H 1.43565 -0.68706 -1.46927
H 2.53655 -0.23468 -0.28195
H 1.23005 0.81496 -0.63266
C 3.15255 3.56169 0.37819
C 1.63748 3.62428 0.19836
O 0.82735 3.21786 1.21900
O 3.39893 2.50461 1.23549
H 3.52970 4.45082 0.88345
H 3.68103 3.54318 -0.57495
H 1.39231 2.89083 -0.56979
H 1.31157 4.50334 -0.35764
H -0.08343 3.37245 0.95787
H 4.03610 1.89336 0.85868
C -2.00892 -4.17005 -1.30481
C -0.81865 -3.47825 -2.02191
O -0.50796 -4.00317 -3.27219
O -1.76909 -5.62954 -1.27397
H -2.92239 -3.97079 -1.86515
H -2.19584 -3.69068 -0.34390
H 0.05912 -3.44572 -1.37649
H -1.09484 -2.43131 -2.14741
H -0.25533 -3.33335 -3.91181
H -1.67975 -5.87162 -2.19864
C -4.03189 1.02302 -1.20066
C -4.54366 -0.48466 -0.90568
O -5.80183 -0.61504 -0.29435
O -4.44812 1.40407 -2.45235
H -2.96960 0.78219 -1.24103
H -4.19116 1.71801 -0.37620
H -3.87163 -0.99924 -0.21889
H -4.54450 -1.00783 -1.86192
H -6.31743 -1.14864 -0.90348
H -5.35666 1.69673 -2.34981
C -1.46649 -1.94220 4.18319
C -2.17478 -2.77528 5.24010
O -2.09128 -2.23794 6.56585
O -0.08322 -2.08534 4.19942
H -1.75594 -0.89136 4.19132
H -1.86452 -2.22314 3.20813
H -1.97254 -3.84199 5.14349
H -3.23564 -2.59543 5.06594
H -1.16947 -2.30475 6.82548
H 0.27857 -1.78616 3.36204
C -1.81116 4.84592 0.06068
C -3.27474 5.04714 -0.49439
O -3.50728 6.46751 -0.64054
O -1.61903 3.44925 0.04773
H -1.55089 5.31321 1.01042
H -1.06144 5.16329 -0.66409
H -4.00814 4.76608 0.26141
H -3.51504 4.40805 -1.34405
H -3.20235 6.76393 -1.50120
H -1.44234 3.21531 -0.86641
C 6.04662 0.25752 -0.43732
O 5.22587 0.93743 0.19744
N 5.72914 -0.52672 -1.42651
N 7.29626 0.32670 -0.09680
H 6.40419 -1.25272 -1.61972
H 4.78431 -0.59482 -1.77688
H 7.73156 0.67907 0.74370
H 7.94567 0.12532 -0.84367
C 3.41434 -3.45192 -2.99802
O 4.27350 -3.61605 -2.16567
N 2.81456 -2.35461 -3.37195
N 3.08074 -4.43655 -3.82770
H 1.99747 -2.45735 -3.95668
H 3.09898 -1.44873 -3.02760
H 2.66700 -4.35935 -4.74582
H 3.21921 -5.36250 -3.44884
C -2.10368 2.02778 3.59680
O -0.83562 2.04488 3.69261
N -2.75967 2.24107 2.52166
N -2.93825 1.81822 4.61111
H -2.27045 2.56676 1.70027
H -3.74769 2.07288 2.64672
H -2.40648 1.75113 5.46715
H -3.94352 1.75288 4.53857
C -1.10999 2.27212 -3.39116
O -1.16039 3.01892 -2.47946
N -0.02326 1.69951 -3.69040
N -2.10891 1.84427 -4.03068
H 0.12636 0.95893 -4.36067
H 0.80024 1.94100 -3.15782
H -1.82031 0.97984 -4.46607
H -2.91764 1.98227 -3.44160
C 3.74619 -3.15688 2.04013
O 4.63333 -3.85170 2.47917
N 2.77381 -2.66859 2.83111
N 3.67313 -2.69057 0.85798
H 2.61432 -3.04634 3.75413
H 2.00495 -2.11491 2.48126
H 2.90710 -2.08468 0.60069
H 4.34620 -2.95153 0.15161
*
```